(1)
Computed, not measured: 2 unconnected molecules or ions with the total composition C2H7BO3 in a non-equilibrium geometry, with wB97M-V/def2-TZVPD.

XYZ file:
```
13
Properties=species:S:1:pos:R:3
B -0.02 -0.80 -0.92
C 0.07 0.72 -1.23
C -0.24 1.06 1.40
O -1.06 -1.65 -1.26
O 1.07 -1.26 -0.12
O 1.04 0.74 1.64
H -0.63 1.15 -2.01
H 1.13 1.07 -1.22
H -0.28 2.13 1.62
H -0.88 0.25 1.70
H -0.80 -2.60 -1.01
H 0.96 -2.20 -0.02
H 1.24 0.03 1.10
```

Computed properties:
- Strongest force on any atom: 3.9 eV/A
- DFT total energy: -9005.2149 eV
- Charge: 0



(2)
Computed, not measured: a molecular structure, C4H4ClF3 in a non-equilibrium geometry, with wB97M-V/def2-TZVPD.

XYZ file:
```
12
Properties=species:S:1:pos:R:3
C -0.82 0.66 0.54
C -0.19 -0.59 0.78
C 1.16 -0.10 0.52
C 0.40 0.89 -0.42
H -0.60 1.14 1.44
H -0.26 -0.92 1.95
H 1.69 0.54 1.27
H 0.44 0.36 -1.42
F -2.13 0.88 0.11
F 2.18 -0.97 0.02
F 0.89 2.15 -0.51
Cl -0.77 -1.46 -0.49
```

Computed properties:
- Strongest force on any atom: 7.7 eV/A
- DFT total energy: -24884.5985 eV
- Charge: 0